{"formula": "C12H20F6PtSb4Se4", "method": "the ωB97M-V functional and the def2-TZVPD basis", "relative_energy_ev": 0.000, "gap_ev": [6.1900, 5.2078], "charge": -1, "spin_multiplicity": 2, "s_squared": 0.7613, "fmax_ev_per_a": 0.65, "e_lumo_ha": [0.0507, 0.0148], "homo_energy_ev": [-4.811, -4.805], "elements": ["Pt", "Se", "Sb", "Se", "Se", "Se", "C", "Sb", "C", "C", "C", "C", "C", "C", "C", "C", "C", "Sb", "C", "C", "H", "H", "H", "H", "H", "H", "H", "H", "H", "H", "H", "H", "H", "H", "H", "H", "H", "H", "H", "H", "F", "Sb", "F", "F", "F", "F", "F"], "positions_angstrom": [[1.56, -1.10, 0.05], [5.16, -2.76, 3.52], [4.19, -0.84, 2.50], [4.01, -0.99, -0.04], [1.62, -1.11, 2.72], [4.64, 1.42, 3.17], [-2.44, -1.21, -1.18], [-0.99, -1.29, 0.36], [-1.54, -3.01, 1.44], [-1.74, 0.31, 1.59], [-2.01, 1.55, 0.80], [-3.31, 1.76, 0.32], [-3.64, 2.86, -0.45], [-2.66, 3.79, -0.76], [-1.37, 3.60, -0.29], [-1.02, 2.49, 0.48], [0.40, 2.36, 0.93], [1.64, 1.30, -0.46], [3.44, 2.39, -0.40], [0.82, 1.83, -2.34], [-3.43, -1.39, -0.76], [-2.20, -1.96, -1.92], [-2.43, -0.22, -1.64], [-2.38, -2.79, 2.10], [-0.67, -3.33, 2.03], [-1.79, -3.80, 0.74], [-1.01, 0.46, 2.39], [-2.66, -0.07, 2.04], [-4.08, 1.04, 0.58], [-4.66, 3.00, -0.80], [-2.90, 4.66, -1.36], [-0.61, 4.33, -0.53], [0.52, 1.84, 1.88], [0.86, 3.35, 1.03], [3.25, 3.42, -0.69], [4.14, 1.91, -1.08], [3.84, 2.32, 0.61], [0.90, 2.91, -2.50], [-0.22, 1.53, -2.38], [1.38, 1.30, -3.11], [-0.58, -3.64, -1.29], [1.08, -4.60, -1.26], [2.73, -5.48, -1.14], [0.30, -5.69, 0.06], [0.49, -5.71, -2.67], [1.62, -3.42, 0.18], [1.75, -3.33, -2.48]]}